Record 1
{
  "formula": "C28H24N9O7S2Yb",
  "method": "the ωB97M-V functional and the def2-TZVPD basis",
  "species": ["Yb", "C", "C", "N", "N", "C", "O", "C", "C", "C", "C", "C", "C", "C", "C", "C", "C", "C", "N", "H", "H", "H", "H", "H", "H", "H", "H", "H", "H", "H", "H", "N", "C", "N", "C", "N", "N", "C", "N", "C", "C", "C", "C", "C", "N", "H", "H", "H", "H", "H", "H", "H", "H", "O", "S", "O", "O", "C", "C", "C", "C", "C", "C", "S", "O", "O", "O", "H", "H", "H", "H"],
  "coordinates": [[0.07580, -0.06809, 0.11744], [-3.07242, -2.77273, -1.68198], [-2.17525, -1.59179, -1.49856], [-0.92760, -1.66451, -1.21194], [-0.30195, -2.86052, -1.03745], [0.95962, -2.67054, -0.64465], [1.52264, -1.52727, -0.55031], [1.73735, -3.88896, -0.31783], [2.99000, -3.73150, 0.27116], [3.74714, -4.84128, 0.60591], [3.25851, -6.11476, 0.35095], [2.00883, -6.27585, -0.23317], [1.24608, -5.16860, -0.56417], [-2.71068, -0.21961, -1.58193], [-4.06841, 0.03874, -1.75325], [-4.50155, 1.34724, -1.86327], [-3.56974, 2.37091, -1.81128], [-2.24365, 2.03007, -1.60675], [-1.81536, 0.78029, -1.48190], [-2.47406, -3.67784, -1.62133], [-3.58219, -2.73295, -2.64575], [-3.81992, -2.79126, -0.88601], [3.34171, -2.72891, 0.47239], [4.71843, -4.71489, 1.06679], [3.84975, -6.98276, 0.61497], [1.63407, -7.27309, -0.42615], [0.26747, -5.27927, -1.00995], [-4.77850, -0.77457, -1.79297], [-5.55489, 1.56072, -1.98846], [-3.86061, 3.40690, -1.90917], [-1.48570, 2.80089, -1.52958], [0.20668, 3.42329, 1.70031], [0.73378, 3.59420, 0.49181], [1.17033, 4.82973, 0.22062], [1.70246, 5.00371, -0.97722], [2.13733, 6.23351, -1.29935], [1.84563, 4.04112, -1.90147], [1.38302, 2.85589, -1.54523], [0.80162, 2.54729, -0.38495], [1.52383, 1.78629, -2.56965], [2.19455, 2.06390, -3.75645], [2.29004, 1.07479, -4.71798], [1.70128, -0.15187, -4.46183], [1.06569, -0.34222, -3.24667], [0.97775, 0.59911, -2.31033], [0.11022, 4.23634, 2.27849], [-0.29829, 2.57352, 1.89263], [2.06666, 6.96913, -0.62186], [2.58119, 6.38607, -2.18500], [2.61867, 3.04453, -3.90185], [2.81363, 1.25312, -5.64771], [1.73630, -0.95684, -5.18256], [0.61451, -1.29556, -3.00525], [1.36968, 0.73948, 1.68527], [1.26430, -0.34051, 2.70386], [2.45813, -0.52341, 3.47547], [0.72496, -1.52476, 2.05416], [0.01030, 0.22697, 3.87334], [0.48406, 0.62422, 5.11610], [-0.39758, 1.02485, 6.10785], [-1.76324, 1.00521, 5.87162], [-2.24503, 0.61632, 4.63190], [-1.36534, 0.23277, 3.62876], [-2.08777, 0.06236, 1.99481], [-1.40899, 1.17728, 1.27374], [-3.50367, 0.25322, 2.13496], [-1.70487, -1.17588, 1.32765], [1.55261, 0.58934, 5.27715], [-0.01974, 1.34149, 7.07113], [-2.45722, 1.30891, 6.64409], [-3.30241, 0.60890, 4.40787]],
  "fmax_ha_per_bohr": 0.048,
  "total_charge": 0,
  "e_above_lowest_kj_mol": 21.4,
  "spin_multiplicity": 2,
  "e_tot_ev": -110376.676,
  "e_lumo_ha": [-0.0084, -0.0084],
  "homo_ev": [-7.9, -7.9],
  "orbital_gap_ha": [0.283, 0.283]
}

Record 2
{
  "formula": "CCl3NS",
  "method": "the ωB97M-V functional and the def2-TZVPD basis",
  "species": ["C", "N", "S", "Cl", "Cl", "Cl"],
  "coordinates": [[-1.26189, 1.23395, 1.12873], [0.41007, -0.74059, -0.73872], [-0.94689, -0.09700, 0.32844], [-0.50888, 2.60977, 1.68698], [0.16731, -2.25939, -1.77693], [2.14029, -0.74674, -0.62850]],
  "fmax_ha_per_bohr": 0.052,
  "total_charge": 0,
  "e_above_lowest_kj_mol": 176.0,
  "e_tot_ev": -50923.703,
  "e_lumo_ha": [-0.0513, -0.0513],
  "homo_ev": [-9.1, -9.1],
  "orbital_gap_ha": [0.285, 0.285]
}

Record 3
{
  "formula": "C3H2N4",
  "method": "the ωB97M-V functional and the def2-TZVPD basis",
  "species": ["C", "C", "C", "N", "N", "N", "N", "H", "H"],
  "coordinates": [[0.49669, -0.76115, 0.40104], [0.78752, 0.38640, 0.28016], [1.30091, 1.65792, 0.03433], [0.59546, 2.65532, 0.24751], [-0.06628, 3.57711, 0.21994], [0.69131, -0.88513, 2.75775], [0.11720, -0.38571, 3.56480], [0.15281, -1.63763, 0.71251], [2.41884, 1.98706, -0.10231]],
  "fmax_ha_per_bohr": 0.109,
  "total_charge": 0,
  "e_above_lowest_kj_mol": 297.9,
  "e_tot_ev": -9099.804,
  "e_lumo_ha": 0.0168,
  "homo_ev": -8.4,
  "orbital_gap_ha": 0.324
}

Record 4
{
  "formula": "C6H11N",
  "method": "the ωB97M-V functional and the def2-TZVPD basis",
  "species": ["C", "C", "C", "C", "C", "C", "N", "H", "H", "H", "H", "H", "H", "H", "H", "H", "H", "H"],
  "coordinates": [[-0.49501, 1.38144, -0.75967], [-0.36547, 0.31968, 0.03165], [0.88952, -0.49684, 0.21164], [2.14141, 0.05928, -0.45207], [-1.53744, -0.16023, 0.86900], [-1.26080, 0.13859, 2.28034], [-0.96248, 0.40699, 3.36509], [-1.44222, 1.90887, -0.84426], [0.33388, 1.76793, -1.34504], [1.06673, -0.61913, 1.28925], [0.68412, -1.50983, -0.16793], [2.01039, 0.16099, -1.53483], [2.98992, -0.60943, -0.27921], [2.39667, 1.04281, -0.04419], [-1.67821, -1.24418, 0.76079], [-2.47215, 0.32513, 0.57149], [-1.24452, -1.79339, -1.93220], [-1.05434, -1.07867, -2.01987]],
  "smiles": "C=C(CC)CC#N.[H][H]",
  "fmax_ha_per_bohr": 0.021,
  "total_charge": 0,
  "e_above_lowest_kj_mol": 160.8,
  "e_tot_ev": -7888.865,
  "e_lumo_ha": 0.0354,
  "homo_ev": -10.1,
  "orbital_gap_ha": 0.406
}

Record 5
{
  "formula": "C6H10",
  "method": "the ωB97M-V functional and the def2-TZVPD basis",
  "species": ["C", "C", "C", "C", "C", "C", "H", "H", "H", "H", "H", "H", "H", "H", "H", "H"],
  "coordinates": [[-1.73380, 0.22178, 0.50035], [-0.60752, 1.02890, -0.18984], [0.86375, 0.93833, -0.31039], [1.35907, -0.22800, 0.52970], [0.24216, -1.25220, 0.23214], [-0.84083, -0.43141, -0.51620], [-1.71387, -0.12348, 1.54599], [-2.68180, 0.67883, 0.23481], [-1.04885, 1.76427, -0.86500], [0.82581, 0.30918, -1.59606], [1.44952, 1.85780, -0.37052], [1.47940, -0.01178, 1.60187], [2.32688, -0.55752, 0.15467], [-0.13838, -1.74671, 1.13423], [0.59169, -2.03819, -0.44076], [-0.37324, -0.40981, -1.64501]],
  "fmax_ha_per_bohr": 0.076,
  "total_charge": 0,
  "e_above_lowest_kj_mol": 441.2,
  "e_tot_ev": -6379.287,
  "e_lumo_ha": 0.0384,
  "homo_ev": -8.6,
  "orbital_gap_ha": 0.354
}